This record from the Open Molecules 2025 dataset describes 2 unconnected molecules or ions with the total composition C8H10Cl2Si in a non-equilibrium geometry. The level of theory is ωB97M-V with the def2-TZVPD basis set.

XYZ file:
```
21
Properties=species:S:1:pos:R:3:forces:R:3
Cl -1.336477 -2.255262 0.549066 -0.2 0.3 -0.2
Cl -4.438901 1.420401 -0.163313 -0.2 -0.2 0.1
Si -2.772653 0.326112 0.366759 1.3 -0.2 0.5
C 1.401988 1.193425 0.767606 -2.0 1.2 -0.3
C 1.236424 -0.250434 -1.148798 -0.1 1.7 2.2
C -2.889875 -1.535983 -0.071505 0.7 1.1 3.4
C 2.426104 0.446786 1.238547 1.1 -0.5 1.4
C -0.225682 1.701723 -1.042229 -1.3 0.2 -0.7
C 2.784836 -0.757913 0.648949 -0.3 1.6 -1.4
C 0.731830 0.940721 -0.434030 2.6 -3.2 -0.1
C 2.197871 -1.051380 -0.599356 -1.0 3.1 2.6
H -2.472663 0.334254 1.890035 -0.4 0.2 -1.0
H -2.928457 -1.734050 -1.065193 -0.4 -0.7 -2.8
H 3.666516 -1.240954 0.965855 0.6 -0.9 0.5
H -0.799037 2.520023 -0.655329 0.3 0.4 0.2
H -3.639414 -2.011582 0.546599 -0.5 -0.2 -0.3
H 0.784369 -0.582473 -2.027466 -0.7 -0.1 -1.5
H 0.984420 2.025594 1.313171 0.5 0.4 0.3
H -0.140524 1.542025 -2.098799 -1.1 0.2 -0.6
H 2.972759 0.839449 2.107174 -0.3 -0.5 -0.2
H 2.456563 -1.870486 -1.087749 1.3 -3.6 -2.1
```
Forces are in eV/Å.

Properties
- net charge = 0
- LUMO level (spin up / spin down) (Ha) = -0.0266 / -0.0251
- orbital gap (spin up / spin down) (eV) = 6.708 / 6.935
- total energy (eV) = -41378.386

***

This record from the Open Molecules 2025 dataset describes 2 unconnected molecules or ions with the total composition C8H10ClIN2OS in a non-equilibrium geometry. The level of theory is ωB97M-V with the def2-TZVPD basis set.

XYZ file:
```
24
Properties=species:S:1:pos:R:3:forces:R:3
I 5.641376 0.480553 -0.004589 -0.5 0.0 -0.1
Cl -0.536424 -2.652196 1.469330 -0.1 -0.2 0.1
S -1.377697 0.870449 1.259827 0.0 -0.1 -0.1
O -0.530124 1.861328 1.902117 0.1 -0.2 -0.4
N -0.583790 0.567105 -0.550585 -0.3 0.5 0.9
N -2.727050 1.371186 0.864775 1.6 1.7 -0.4
C -1.437116 -0.348917 -1.290455 -1.4 4.1 1.8
C 3.547900 0.537735 -0.311850 0.9 -0.5 -0.6
C 0.562639 -1.570680 2.209830 -0.3 0.1 -0.1
C 1.492033 1.681313 -0.131481 -2.0 1.9 0.5
C 0.770957 0.563253 -0.589997 0.4 0.4 0.1
C 1.539837 -0.484106 -1.021344 0.0 -3.5 -1.2
C 2.903332 -0.561874 -0.942510 -0.2 2.9 1.7
C 2.856491 1.698716 0.042872 -1.0 -1.8 -0.8
H 1.163207 -1.473592 -1.382070 -0.6 1.2 0.2
H 3.284630 2.564590 0.444411 0.9 0.9 0.5
H -3.590960 0.990820 1.034596 -2.0 -1.5 0.4
H -1.007935 -0.579783 -2.161080 1.7 -0.6 -3.6
H -2.344705 0.288875 -1.429443 0.4 -0.9 -0.2
H 0.306863 -1.297342 3.259526 0.6 0.0 -1.3
H 3.317957 -1.482559 -1.204944 1.2 -0.9 -0.4
H 0.833961 2.572716 0.117200 1.3 -1.1 -0.2
H 1.227362 -1.138803 1.440341 -0.2 0.1 1.3
H -1.690950 -1.236055 -0.851952 -0.6 -2.2 1.7
```
Forces are in eV/Å.

Properties
- net charge = 0
- LUMO level (spin up / spin down) (Ha) = -0.0069 / -0.0916
- orbital gap (spin up / spin down) (eV) = 8.202 / 5.919
- total energy (eV) = -44938.356

***

This record from the Open Molecules 2025 dataset describes 2 unconnected molecules or ions with the total composition C8H10ClOP in a non-equilibrium geometry. The level of theory is ωB97M-V with the def2-TZVPD basis set.

XYZ file:
```
21
Properties=species:S:1:pos:R:3:forces:R:3
Cl 0.846680 1.886372 -2.178558 0.4 0.4 0.7
P -1.261163 0.036342 -0.950071 2.0 3.4 3.2
O 2.432897 -1.879952 0.898376 -3.0 -1.3 -2.5
C -1.878441 1.630723 -0.195910 -3.3 -1.1 -2.9
C 1.441830 -2.003099 0.223028 1.7 4.0 3.5
C 0.574392 0.959699 2.455195 0.6 -1.3 3.6
C 0.764783 -2.827295 -0.743814 -1.4 -1.4 -1.5
C -0.276843 0.555262 -2.386619 -0.7 0.1 -2.8
C -0.150130 0.894100 1.255511 -2.2 1.2 0.1
C 0.007339 -0.015789 0.324833 1.2 -6.0 -3.1
C -1.226172 1.805462 1.000144 0.6 -1.7 -1.6
H 0.819307 1.888866 2.810811 0.3 3.0 0.4
H -1.080318 1.028181 -3.015365 0.9 -1.0 -0.2
H 0.097016 0.549770 3.396663 -0.1 -0.1 -1.2
H -1.418968 2.531884 1.675240 -0.6 2.6 1.8
H 1.147355 -3.893952 -0.981931 -0.8 1.5 1.1
H -2.814791 2.114074 -0.708678 2.0 -0.8 1.6
H 1.513983 0.498338 2.427970 1.4 -1.2 -0.4
H 0.930176 -2.335673 -1.699174 0.2 0.4 -0.2
H 0.323073 -0.241716 -2.870461 -0.9 0.3 0.0
H -0.373521 -2.647950 -0.615026 1.9 -1.0 0.1
```
Forces are in eV/Å.

Properties
- net charge = 0
- <S²> = 2.0111
- 2S+1 = 3
- LUMO level (spin up / spin down) (Ha) = 0.0146 / -0.1283
- orbital gap (spin up / spin down) (eV) = 5.326 / 4.442
- total energy (eV) = -32307.377

***

This record from the Open Molecules 2025 dataset describes a molecular structure, C8H10CoN3O7P2S2. The level of theory is ωB97M-V with the def2-TZVPD basis set.

XYZ file:
```
33
Properties=species:S:1:pos:R:3:forces:R:3
Co 0.024254 -0.137863 0.032387 0.0 0.2 -0.1
S 0.017357 1.516216 -1.375308 0.0 -0.2 0.0
S -2.479503 2.979614 -2.223612 0.0 0.0 0.0
P 0.233495 -1.938557 -2.291440 0.0 -0.1 0.0
P 2.717438 -1.442599 -0.907837 -0.1 -0.1 0.0
O -0.573042 -1.518392 -1.020307 0.0 0.0 0.0
O -0.401157 -3.344074 -2.676177 0.0 0.0 0.0
O 0.312617 -1.028380 -3.425739 0.0 0.0 0.0
O 1.678381 -2.388166 -1.707839 0.0 0.2 0.0
O 3.229066 -2.483239 0.214427 0.0 0.0 0.0
O 3.826821 -0.932159 -1.706419 0.0 0.0 0.0
O 1.837264 -0.458736 -0.118649 0.1 0.0 0.0
N -1.768704 0.345306 0.402877 0.0 -0.1 0.0
N -2.469744 1.223676 -0.356586 0.1 0.0 0.0
N -0.215069 -1.261619 1.662736 0.0 -0.1 0.0
C -1.490186 -1.221982 2.097427 0.0 0.0 0.0
C -1.005719 -2.851523 3.760669 0.0 0.0 0.0
C -1.923916 -2.005610 3.146983 0.0 0.0 0.0
C -1.682321 1.808701 -1.224220 -0.1 0.1 0.1
C -2.337914 -0.282667 1.361490 0.0 0.0 0.0
C 0.664546 -2.062991 2.244855 0.0 0.0 0.0
C -1.182677 3.464258 -3.376548 0.0 0.0 0.0
C 0.300338 -2.879729 3.309685 0.0 0.0 0.0
H 1.669047 -2.055932 1.838106 0.0 0.0 0.0
H -2.953350 -1.955840 3.472930 0.0 0.0 0.0
H -0.381820 3.998076 -2.871643 0.0 0.0 0.0
H -0.534712 -3.914885 -1.911797 0.0 0.0 0.0
H 4.159327 -2.679108 0.053439 0.0 0.0 0.0
H -1.671037 4.132778 -4.083509 0.0 0.0 0.0
H -1.315422 -3.482180 4.583145 0.0 0.0 0.0
H -0.789875 2.598354 -3.904138 0.0 0.0 0.0
H -3.381354 -0.110407 1.597898 0.0 0.0 0.0
H 1.038435 -3.526911 3.760375 0.0 0.0 0.0
```
Forces are in eV/Å.

Properties
- net charge = 0
- LUMO level (spin up / spin down) (Ha) = -0.0745 / -0.0753
- orbital gap (spin up / spin down) (eV) = 6.924 / 6.929
- total energy (eV) = -105143.199

***

This record from the Open Molecules 2025 dataset describes a molecular structure, C8H10FNOPtSSeTe. The level of theory is ωB97M-V with the def2-TZVPD basis set.

XYZ file:
```
25
Properties=species:S:1:pos:R:3:forces:R:3
Pt 0.363538 -0.031877 1.706876 0.1 0.1 -0.1
Te 2.172620 -0.620645 -0.055001 0.0 0.0 0.0
Se -1.356252 0.059032 3.395755 0.0 0.0 0.0
S 2.146388 -0.586968 4.285987 0.0 0.0 0.0
F -3.220485 2.580220 -2.634952 0.0 0.0 0.0
O 3.258487 -1.263234 5.003853 0.0 0.0 0.0
N 1.864881 -1.018978 2.897398 -0.1 0.0 0.0
C -0.866958 0.868215 0.395196 0.0 -0.1 0.0
C -1.243786 2.603512 -1.315514 0.0 0.0 0.0
C -2.448701 2.022193 -1.636022 0.0 0.0 0.0
C 1.216364 -0.517062 -1.965043 0.0 0.0 0.0
C -2.124972 0.350393 0.034738 0.0 0.0 0.0
C -0.473548 2.017416 -0.309625 0.0 0.0 0.0
C -2.907844 0.902589 -0.975477 0.0 0.0 0.0
C 1.866484 -2.722291 0.099100 0.1 0.0 0.0
H -0.915070 3.494387 -1.839309 0.0 0.0 0.0
H -3.873176 0.482371 -1.235986 0.0 0.0 0.0
H 2.525347 -3.274778 -0.570649 0.0 0.0 0.0
H 0.818639 -2.916027 -0.118166 0.0 0.0 0.0
H 0.476713 2.482763 -0.066059 0.0 0.0 0.0
H 1.686253 -1.212031 -2.660411 0.0 0.0 0.0
H 0.161508 -0.746360 -1.824002 0.0 0.0 0.0
H -2.499561 -0.499110 0.591092 0.0 0.0 0.0
H 1.301236 0.498897 -2.346358 0.0 0.0 0.0
H 2.071896 -2.952628 1.142579 0.0 0.0 0.0
```
Forces are in eV/Å.

Properties
- net charge = -2
- LUMO level (Ha) = 0.1558
- orbital gap (eV) = 3.467
- total energy (eV) = -101434.233

***

This record from the Open Molecules 2025 dataset describes 2 unconnected molecules or ions with the total composition C8H10I2. The level of theory is ωB97M-V with the def2-TZVPD basis set.

XYZ file:
```
20
Properties=species:S:1:pos:R:3:forces:R:3
I -1.972845 -3.546148 1.203087 0.0 -0.1 0.1
I 2.929120 -2.619151 1.357890 0.1 -0.2 0.1
C 1.136788 0.161632 -0.051833 0.2 0.2 0.0
C 1.014886 -3.478448 0.933801 -0.1 -0.8 -0.5
C -0.058606 -2.686856 1.627183 0.1 0.7 0.5
C -1.250692 0.305657 0.295186 -0.2 0.1 0.0
C -0.358050 -1.232615 -1.341306 0.0 0.0 -0.2
C -1.451427 -0.671853 -0.680143 -0.2 0.1 -0.1
C 0.936061 -0.815868 -1.027156 0.0 0.0 -0.2
C 0.043410 0.722401 0.609339 0.1 0.2 0.1
H -2.111051 0.746914 0.815450 0.4 -0.2 -0.2
H 1.058543 -4.532242 1.270043 0.0 0.7 -0.1
H 1.796415 -1.257118 -1.547426 -0.4 0.2 0.3
H 0.051149 -2.684400 2.728729 -0.1 -0.2 -0.7
H -0.516001 -2.001802 -2.108782 0.1 0.4 0.4
H 2.155094 0.489568 0.195373 -0.5 -0.2 -0.1
H -2.469734 -0.999782 -0.927340 0.5 0.2 0.1
H 0.201360 1.491587 1.376814 -0.1 -0.4 -0.4
H 0.905135 -3.480911 -0.167739 0.0 0.1 0.7
H -0.102265 -1.633056 1.290948 0.0 -0.8 0.2
```
Forces are in eV/Å.

Properties
- net charge = 0
- LUMO level (Ha) = 0.0095
- orbital gap (eV) = 9.264
- total energy (eV) = -24659.475